1.
Molecular formula: C30H84N6O12
Method: DFT, ωB97M-V with the def2-TZVPD basis set

Geometry (Å):
H 3.1481 -22.2298 21.6778
H 5.8985 -24.5264 13.9434
C -0.3131 -11.1436 20.9070
H 5.8943 -12.8500 16.7675
C 3.7585 -13.7914 12.8732
H -2.5223 -19.8227 19.3613
H 4.7822 -15.0136 20.5092
C 5.4464 -16.0718 17.0835
H 7.1317 -22.1720 16.5353
O 1.8073 -16.5031 14.3238
H 6.7109 -24.4917 16.8550
H 7.7317 -10.5637 16.7482
H 4.7915 -19.3507 20.3242
C 0.7355 -11.6560 19.9277
O 5.3414 -14.7078 17.4336
H 11.5324 -9.9114 18.4194
H 6.8214 -21.3516 18.1832
C -0.4318 -19.0212 16.3618
H 5.4589 -16.2038 15.9980
H 1.0961 -17.0500 14.6985
C 6.3226 -22.6543 15.9784
H 3.5145 -18.8413 17.9131
H 3.2831 -21.1785 20.3175
H 6.9567 -19.7161 18.8621
C 6.3149 -20.6023 18.7835
H 3.2615 -15.1480 17.2524
H 0.3083 -20.5528 14.9928
H 2.7381 -16.4032 16.4355
H 2.0909 -14.4181 19.9856
H 3.6810 -14.2258 22.9545
H 5.4517 -13.0425 12.1270
H -0.4135 -19.1196 14.2023
C 12.2035 -10.8173 16.5321
H 2.8300 -12.6370 11.2368
C 8.0821 -24.3209 15.2533
H 2.6903 -19.0341 13.5434
H 13.1682 -10.8889 14.7179
O 9.8167 -10.6505 16.7046
H 1.0261 -17.7533 17.2480
C 3.2109 -21.1739 21.4037
O 5.8822 -21.0887 20.0330
O -1.7476 -20.6922 17.6092
H 1.6943 -11.2437 20.2707
O 4.8921 -12.9358 12.9028
H 12.3254 -11.8549 16.8465
C 3.5756 -16.4588 21.5767
H 4.8013 -24.3377 15.0684
H 3.6791 -18.4649 16.3131
C 5.6798 -13.8392 16.3603
C 6.6572 -24.1633 15.8137
H 10.8576 -9.4919 15.4097
H 4.8444 -13.7398 15.6687
H -1.4542 -20.3024 15.0152
H 6.3142 -16.5786 17.5186
H 8.2671 -23.5383 14.5186
H 2.8309 -14.7231 9.9358
H 13.2243 -10.1517 18.4141
H 5.0954 -21.5577 22.3857
H 1.0857 -17.3073 12.5764
O 3.0642 -18.7388 11.6807
C 12.4019 -9.8755 17.7538
H 3.6455 -20.0931 23.6085
H 4.0889 -14.8330 12.9151
H 1.9504 -14.1506 18.3788
N 4.3026 -19.6058 22.9921
H 8.7602 -24.0715 16.0780
C 5.6604 -20.9161 14.3919
H 5.3372 -22.5470 16.4347
C 4.5683 -20.6845 21.9951
H 4.0060 -17.8460 13.3214
C 10.9204 -10.5032 15.8155
H 1.6525 -18.9579 16.4552
H 0.6540 -11.0914 18.9862
H -0.2660 -19.4200 18.4605
N 13.2936 -10.4350 15.6252
H 0.3818 -20.5885 17.3807
C 5.3986 -20.0731 20.8865
H 4.2319 -16.8708 18.7609
H 2.3478 -20.6480 21.8006
H 5.1390 -19.6219 23.5830
C 4.1987 -18.2873 17.2614
N 5.7017 -24.7834 14.9035
H 3.6098 -17.9025 22.9638
H 5.2028 -18.7025 17.3140
H -3.6420 -20.4587 18.1644
H 12.4750 -8.8365 17.4397
C 2.0317 -16.9592 13.0011
N 0.8577 -18.3257 16.4213
H 5.4037 -20.2620 18.2680
C 4.4804 -15.2317 21.5306
H 2.6833 -19.6133 11.6899
H -1.2201 -18.2752 16.4679
H 4.1056 -17.2359 21.0097
N -0.1186 -9.6757 21.0421
O 3.8611 -14.0357 22.0257
C 8.5701 -10.6713 16.0622
C 1.9285 -13.5684 19.3017
H 8.3666 -11.5644 15.4631
H 6.2751 -20.2381 13.8034
H 3.2267 -13.5038 13.7785
H 4.6883 -21.1089 13.9260
C 2.8805 -13.6654 11.6145
H 2.4005 -16.1784 12.3363
O 6.4192 -22.0580 14.6847
C 4.2342 -16.7927 17.6662
H 10.7881 -11.2359 15.0092
C -2.7174 -19.8956 18.2859
O 3.3108 -16.9757 22.8556
H 6.2662 -19.5171 21.2683
N 2.9509 -16.1100 17.3969
H 8.5357 -9.7841 15.4172
H -0.9797 -9.2811 21.3980
C 3.0042 -18.1367 13.0001
C -0.4838 -19.8062 15.0461
C -0.5203 -19.9899 17.5600
H -1.9751 -12.3240 20.0583
H 2.6251 -16.2716 21.0732
C -1.7277 -11.3158 20.3961
H 1.8498 -13.9370 11.8719
H 5.3968 -20.3885 15.3200
H 5.3504 -15.4594 22.1523
O 0.6761 -13.0478 19.7089
H -1.9539 -10.6504 19.5572
H 0.6031 -9.4882 21.7302
H -2.4891 -11.0494 21.1370
H 8.3446 -25.3267 14.9410
H 2.8371 -12.9796 19.4167
H 14.2121 -10.7811 15.8807
H -2.7861 -18.8750 17.9074
H 6.6307 -14.1589 15.9302
H -0.2585 -11.6077 21.8955
O 3.4494 -14.5088 10.6375

Computed properties:
Frontier orbital gap = 9.2 eV
Molar mass = 721.032 g/mol
Charge = 0
ΔE to the lowest compared entry with this formula, charge and spin = 227.35 kcal/mol
LUMO = 0.257 eV
Structure (SMILES) = COC[C@H](C)N.COC[C@H](C)N.COC[C@H](C)N.COC[C@H](C)N.COC[C@H](C)N.COC[C@H](C)N.OCCO.OCCO.OCCO
HOMO = -0.328 hartree
Energy = -2424.5695 Eh

2.
Molecular formula: C6H16N4Si
Method: DFT, ωB97M-V with the def2-TZVPD basis set

Geometry (Å):
H 1.9938 1.2647 3.3894
C -0.9804 0.7149 2.7999
N -0.7179 -0.0029 1.6415
H 0.0507 -2.6684 -4.2993
H 1.9491 0.6763 -2.1860
N -2.2438 0.7913 3.3155
H 0.3854 1.0509 -1.2946
Si 0.2523 -0.8741 -2.8123
H -2.4188 1.3369 4.1884
C -0.2110 -1.6037 -4.4770
H 2.2761 0.6626 0.9953
H 0.6393 1.5827 -2.8784
H -3.0534 0.2722 2.8820
H -0.1494 2.2039 3.9307
C 0.5568 0.0306 0.9301
H -1.3025 -1.4940 -4.5945
H 1.7211 2.5173 2.3335
C 0.8060 0.7655 -2.2417
C -0.2512 -2.0012 -1.4254
H 0.1027 -1.9347 -0.4470
H -1.3126 -2.1076 -1.4885
H 0.3831 -1.2878 -5.2141
N -0.0327 1.4639 3.2854
H 0.1206 -2.9537 -1.8102
N 1.4294 0.7393 1.5062
H -1.2930 -0.6848 1.2528
C 1.3005 1.5400 2.7184

Computed properties:
Frontier orbital gap = 8.7 eV
Molar mass = 172.308 g/mol
Charge = +2
ΔE to the lowest compared entry with this formula, charge and spin = 56.93 kcal/mol
LUMO = -7.471 eV
HOMO = -0.594 hartree
Energy = -746.0731 Eh

3.
Molecular formula: C34H62N2O24
Method: DFT, ωB97M-V with the def2-TZVPD basis set

Geometry (Å):
H -1.8567 3.6298 -7.1740
H 0.8409 1.5580 4.5409
C -3.1152 6.5895 -3.1350
C -1.4015 -0.9055 1.6645
C 2.4321 4.5568 3.5295
O -3.2784 6.1558 -4.3763
H -4.9807 0.4792 -3.6341
H -0.2064 4.0269 -7.1422
H 2.1002 -4.0480 3.8280
H 1.9064 2.0146 -3.2732
H -1.0707 -3.7626 0.3681
C 6.7924 1.9772 -2.2703
O -2.5111 -1.1888 -1.4500
O -0.4000 1.3963 0.4034
C -2.1025 -0.4134 -2.5873
H 1.9168 2.7320 1.4926
O -0.8915 -0.3127 -2.9737
H 3.0754 -0.3031 -0.8696
C -2.8314 4.8609 -4.3999
H 3.4716 1.3758 4.1227
H 3.4835 -3.4228 1.9799
C 4.8799 1.5115 -1.0670
H 6.8707 1.2944 -3.0714
C 0.9373 2.3702 -2.8984
C -0.9148 3.1643 -7.1123
C -4.3004 0.0298 -2.8909
H 0.6864 -1.3110 3.8758
C -0.9352 -5.4838 4.3533
H -1.7306 -1.1168 0.6305
H 3.1497 -0.3992 0.8644
O 2.0335 5.0392 4.5403
O 1.7410 4.5122 2.4385
C 1.3350 0.7259 4.0094
O -1.7973 0.4073 2.0551
H 2.9369 0.3636 5.3756
H -3.9020 2.4776 -3.2567
O -4.9119 -4.4888 0.3045
H -0.2690 -2.0320 -2.0371
O 2.7162 -4.7441 0.7043
C -0.7068 -4.4997 -0.3105
C 2.3891 3.7043 1.4707
O -3.2967 -5.9995 1.3390
C 1.1325 -4.0943 4.4159
H 6.3330 2.8655 -2.7157
O 3.6283 4.1139 3.3182
C 2.8217 0.5303 4.3273
H -0.4414 -0.3187 4.6227
H 3.0064 3.9216 -0.6020
H -1.8386 -1.6866 2.3576
H 1.3161 -4.4495 5.4875
H 0.4663 -4.9012 2.6381
C 2.3006 4.4168 0.0927
H -1.8257 3.9365 -2.7988
C -1.2574 1.4888 1.5494
H 0.4701 -0.3892 -1.4382
C 3.6752 -3.8153 1.0715
C 0.1811 2.5484 -5.1048
H -0.3752 -0.9341 1.6199
H -3.4813 -3.3417 0.9845
C 0.4560 -5.2069 3.7153
H 1.0934 3.4528 -2.6987
H -0.7359 -5.8900 5.3107
H -1.3715 -6.3498 3.8554
H 1.0915 -6.0942 3.7710
C 3.1240 0.3062 0.0337
O 6.1856 1.7170 -1.0157
C 0.1186 -0.9903 -2.3164
H 0.7397 1.9586 -1.9261
H -3.5287 -8.0531 -1.1062
H 4.4647 4.6181 1.5282
H -1.5953 -5.1562 -0.2802
H -2.3087 3.9412 0.4154
O -0.8954 2.5128 -5.8959
N -2.4368 -3.3541 4.2405
O -3.0229 0.2497 -3.2824
H 3.7095 -3.0175 0.3617
O 1.3753 -2.8162 0.1089
O -0.0270 2.0867 -3.8916
H -1.4365 4.6186 1.9269
H -3.4568 4.3900 -5.1167
H -4.6507 -3.8426 2.2456
H -3.8305 3.0317 -1.6761
C 1.5356 -4.1870 0.2805
H -4.0512 -8.0829 0.5992
H 4.3698 2.9449 1.7820
C -4.3150 -7.9348 -0.4264
C 3.8295 3.8045 1.9663
H -4.5219 0.4780 -1.9141
H -5.0829 -8.6926 -0.7124
H 1.2830 4.2621 -0.3685
H -4.8711 3.8802 -2.8039
O 1.4672 3.0274 -5.5843
H 0.5698 -3.1882 4.4661
C -3.9263 3.3842 -2.6890
O -4.7696 -6.5754 -0.4793
O 0.5893 -5.0098 -0.0254
H 1.0515 -1.1437 -2.9158
C -4.5376 -3.4835 1.2407
H 7.8010 2.2288 -2.1102
C -4.2882 -5.6458 0.4253
H 2.1855 0.8709 -0.0069
H 4.6800 -4.3294 1.1687
H -0.7175 -4.0484 -1.3298
C -1.8237 -4.3142 4.2987
H -0.9641 2.4198 -7.8541
O -3.3475 7.7251 -2.8411
O -2.8273 5.6339 -2.2299
N 4.0639 -1.4722 3.3462
C -1.5193 3.7837 1.1859
H 1.1803 0.8299 2.9016
O 4.1225 1.4795 -2.2673
H -4.5806 -1.0013 -2.7745
C 0.5701 -0.5252 4.5965
C 3.4639 -0.5687 3.7237
H -4.9886 -2.4794 0.9856
O 4.2600 1.1653 0.0309
H 0.9669 -0.7770 5.5953
H 2.6090 5.3725 -0.1300
O -1.6982 2.6512 1.9886
C -2.8226 4.4431 -2.9809
H -1.7764 4.8945 -4.7334
H -0.6266 3.6549 0.5010

Computed properties:
Frontier orbital gap = 10.4 eV
Molar mass = 882.860 g/mol
Charge = 0
ΔE to the lowest compared entry with this formula, charge and spin = 49.27 kcal/mol
LUMO = 0.417 eV
Structure (SMILES) = C[C@H]1COC(=O)O1.C[C@H]1COC(=O)O1.COC(=O)OC.COC(=O)OC.COC(=O)OC.COC(=O)OC.COC(=O)OC.COC(=O)OC.CCCC#N.CCCC#N
HOMO = -0.368 hartree
Energy = -3247.6284 Eh

4.
Molecular formula: C3H10NO2
Method: DFT, ωB97M-V with the def2-TZVPD basis set

Geometry (Å):
C -0.7280 -0.2418 0.0508
H 0.3793 2.1212 -1.4310
H 1.2906 -0.7705 1.7330
C 1.3955 0.1362 1.1228
H -1.2621 0.5132 -0.5660
H 0.9830 0.9750 1.6970
H -1.0788 0.0271 1.0510
O -0.0535 2.9791 -1.4958
H 2.4287 0.4194 0.9635
H -0.5909 3.0882 -0.7115
N 0.7048 -0.0514 -0.1577
H 0.8761 -1.0579 -0.4945
H -1.5793 -2.2445 0.4897
O 0.1047 -2.3396 -0.7053
H -1.8029 -1.8375 -1.1862
C -1.0671 -1.7162 -0.3597

Computed properties:
Frontier orbital gap = 7.0 eV
Molar mass = 92.118 g/mol
Charge = -1
ΔE to the lowest compared entry with this formula, charge and spin = 29.20 kcal/mol
LUMO = 4.099 eV
HOMO = -0.105 hartree
Energy = -325.5081 Eh